(1)
Computed, not measured: a cluster of 15 separate species, C48H88Cl4F18N16P3 in total, with wB97M-V/def2-TZVPD.

Largest force on an atom   5.7 eV/A
2S+1   1
Gap between HOMO and LUMO   5.79 eV
E   -7420.64529 Ha
Total charge   +1
Lowest unoccupied orbital energy   -2.78 eV
M   1466.042 u

```
177
Properties=species:S:1:pos:R:3:lowdin_charge:R:1
C -18.30 -1.63 9.47 -0.0348
C -19.71 -2.34 9.54 -0.1380
N -19.59 -3.80 9.64 -0.0528
C -20.19 -4.65 10.57 -0.0186
C -19.97 -5.94 10.17 -0.0008
N -19.21 -5.92 8.97 -0.0527
C -19.04 -4.59 8.63 -0.0014
C -18.55 -7.09 8.29 0.0083
H -17.54 -1.88 10.21 0.0499
H -18.34 -0.55 9.62 0.0607
H -17.83 -1.73 8.49 0.0735
H -20.45 -2.19 8.76 0.1254
H -20.40 -2.02 10.32 0.1004
H -20.79 -4.29 11.39 0.1140
H -20.30 -6.90 10.55 0.1283
H -18.65 -4.35 7.66 0.1433
H -17.78 -6.65 7.66 0.0350
H -19.34 -7.52 7.67 0.0903
H -18.25 -7.90 8.96 0.0647
C -13.23 -0.48 8.34 -0.0646
C -13.44 -1.30 7.07 -0.1338
N -12.24 -2.15 6.83 -0.0636
C -11.08 -1.66 6.26 -0.0175
C -10.16 -2.75 6.20 0.0024
N -10.79 -3.88 6.83 -0.0833
C -12.05 -3.44 7.25 0.0179
C -10.24 -5.19 7.03 -0.0050
H -12.36 0.14 8.53 0.0607
H -13.16 -1.17 9.18 0.0563
H -14.03 0.22 8.59 0.0684
H -13.65 -0.80 6.13 0.1305
H -14.18 -2.08 7.27 0.0955
H -10.96 -0.66 5.88 0.1243
H -9.12 -2.81 5.92 0.1102
H -12.76 -3.88 7.93 0.0682
H -9.21 -5.21 6.67 0.0947
H -10.82 -5.89 6.42 0.1092
H -10.30 -5.45 8.09 0.0863
C -15.39 -3.71 18.58 -0.0730
C -16.72 -3.29 19.21 -0.1888
N -17.79 -4.21 18.94 -0.0446
C -18.10 -5.36 19.66 -0.0096
C -19.27 -5.90 19.16 -0.0147
N -19.77 -5.02 18.21 -0.0838
C -18.86 -4.00 18.06 0.0413
C -20.91 -5.26 17.36 -0.0097
H -15.44 -3.83 17.49 0.0383
H -14.86 -4.60 18.92 0.0832
H -14.68 -2.89 18.69 0.0856
H -17.02 -2.36 18.74 0.0717
H -16.65 -3.12 20.28 0.1302
H -17.44 -5.65 20.46 0.1365
H -19.82 -6.77 19.49 0.1350
H -18.99 -3.18 17.36 0.0777
H -20.92 -4.71 16.42 0.0934
H -21.88 -5.23 17.84 0.1101
H -20.87 -6.29 16.97 0.0863
C -18.64 -8.09 15.64 -0.0844
C -17.26 -8.55 16.02 -0.1371
N -16.14 -7.58 15.62 -0.0252
C -15.84 -6.39 16.25 -0.0276
C -14.95 -5.63 15.42 0.0000
N -14.63 -6.40 14.30 -0.0584
C -15.29 -7.61 14.51 0.0072
C -13.95 -5.95 13.11 -0.0164
H -18.72 -7.01 15.73 0.0579
H -19.42 -8.66 16.15 0.0895
H -18.85 -8.26 14.58 0.0356
H -17.04 -9.56 15.66 0.1292
H -17.16 -8.54 17.10 0.1104
H -16.41 -6.13 17.13 0.1014
H -14.58 -4.62 15.43 0.0993
H -15.34 -8.42 13.79 0.1002
H -13.56 -4.95 13.28 0.0677
H -14.43 -6.14 12.14 0.1051
H -13.04 -6.53 13.02 0.1028
C -13.03 3.72 9.37 -0.0626
C -12.10 4.61 10.24 -0.1472
N -11.88 4.15 11.62 -0.0444
C -10.87 4.56 12.46 0.0031
C -10.97 3.73 13.60 -0.0351
N -12.05 2.91 13.50 -0.0703
C -12.65 3.20 12.29 0.0629
C -12.26 1.74 14.34 0.0224
H -12.70 2.68 9.30 0.0638
H -13.04 4.07 8.34 0.0851
H -14.05 3.79 9.73 0.0667
H -12.67 5.54 10.30 0.1309
H -11.12 4.73 9.78 0.1251
H -10.16 5.35 12.27 0.1302
H -10.43 3.79 14.53 0.1359
H -13.44 2.59 11.87 0.1131
H -12.81 1.98 15.25 0.1102
H -11.31 1.38 14.75 0.1068
H -12.92 1.01 13.87 0.0917
C -21.10 2.94 17.69 -0.0570
C -21.65 1.73 16.96 -0.1832
N -21.12 1.52 15.64 -0.0509
C -21.28 2.40 14.58 -0.0043
C -20.85 1.81 13.43 0.0055
N -20.38 0.58 13.80 -0.0361
C -20.51 0.47 15.16 -0.0003
C -19.75 -0.38 12.87 0.0058
H -21.41 3.83 17.15 0.0712
H -20.01 2.89 17.81 0.0914
H -21.59 3.01 18.66 0.0861
H -22.73 1.78 16.91 0.1358
H -21.45 0.85 17.57 0.1299
H -21.65 3.38 14.85 0.1316
H -20.83 2.25 12.44 0.1443
H -20.25 -0.39 15.76 0.1308
H -19.30 0.07 11.99 0.0821
H -20.35 -1.23 12.56 0.0814
H -18.90 -0.80 13.40 0.0634
C -18.90 -4.09 13.85 -0.0624
C -17.87 -4.99 13.18 -0.1886
N -16.91 -4.21 12.48 -0.0221
C -16.55 -4.27 11.18 -0.0429
C -15.48 -3.39 10.92 -0.0572
N -15.23 -2.71 12.06 -0.0869
C -16.13 -3.19 12.97 -0.0086
C -14.22 -1.79 12.38 -0.0181
H -18.53 -3.63 14.76 0.0119
H -19.73 -4.72 14.16 0.0572
H -19.31 -3.35 13.16 0.0586
H -18.33 -5.65 12.46 0.0713
H -17.35 -5.59 13.92 0.1022
H -17.03 -5.02 10.57 0.1053
H -14.80 -3.22 10.10 0.0761
H -16.14 -2.83 13.99 0.0872
H -14.75 -0.85 12.46 0.0787
H -13.38 -1.85 11.68 0.0545
H -13.91 -1.95 13.41 0.0976
C -4.29 -1.08 9.58 -0.0685
C -5.50 -0.25 9.17 -0.1768
N -6.77 -0.92 9.48 -0.0763
C -7.43 -1.93 8.84 0.0022
C -8.64 -2.19 9.56 0.0308
N -8.78 -1.12 10.45 -0.0687
C -7.59 -0.36 10.42 0.0352
C -9.86 -0.80 11.36 -0.0245
H -4.28 -2.15 9.36 0.0838
H -4.28 -1.00 10.67 0.0820
H -3.40 -0.69 9.09 0.0878
H -5.38 -0.26 8.09 0.1234
H -5.44 0.78 9.53 0.1318
H -6.88 -2.44 8.07 0.1300
H -9.44 -2.90 9.46 0.0474
H -7.25 0.38 11.14 0.1586
H -9.93 -1.50 12.19 0.1018
H -10.78 -1.00 10.81 0.0629
H -9.84 0.22 11.73 0.0928
Cl -17.57 -8.47 11.94 -0.5123
Cl -17.35 -1.43 16.07 -0.3750
Cl -15.41 -5.01 7.81 -0.4861
Cl -11.56 -4.04 10.82 -0.4184
P -22.89 -5.97 13.40 0.1355
F -22.21 -4.50 13.63 -0.1926
F -23.17 -5.74 11.83 -0.1592
F -21.49 -6.65 13.05 -0.1589
F -23.59 -7.39 13.14 -0.1604
F -22.66 -6.40 14.95 -0.1896
F -24.29 -5.33 13.98 -0.1837
P -11.89 -3.00 16.21 0.0511
F -13.43 -2.58 16.32 -0.1619
F -12.21 -4.04 15.10 -0.1323
F -11.71 -1.84 15.07 -0.1933
F -10.31 -3.48 16.06 -0.1966
F -11.47 -2.01 17.37 -0.1436
F -12.07 -4.11 17.32 -0.1476
P -16.25 2.00 11.81 0.2608
F -15.83 3.52 11.51 -0.1628
F -15.14 1.53 10.65 -0.1974
F -15.13 1.75 13.00 -0.1796
F -16.80 0.44 12.04 -0.1942
F -17.23 2.61 12.96 -0.1763
F -17.49 2.20 10.77 -0.1850
```

---

(2)
Computed, not measured: a structure of composition C3H4AgMgO4, with wB97M-V/def2-TZVPD.

Largest force on an atom   3.4 eV/A
2S+1   1
Gap between HOMO and LUMO   6.09 eV
E   -764.40644 Ha
Total charge   +1
Lowest unoccupied orbital energy   -5.38 eV
M   236.234 u

```
13
Properties=species:S:1:pos:R:3:lowdin_charge:R:1
H 1.72 -3.84 -2.62 0.1683
C 1.67 -2.93 -2.01 -0.3241
C 2.75 -2.51 -1.13 -0.0228
O 2.46 -1.87 -2.39 0.0327
H 2.53 -1.90 -0.25 0.1273
H 3.67 -3.10 -1.12 0.1262
O 0.30 -2.69 -1.78 0.0681
H -1.58 -2.82 -1.16 0.2000
O -1.82 -2.70 -2.15 0.1494
C -0.68 -2.55 -2.76 -0.5685
Mg -3.76 -2.35 -9.11 0.4579
Ag -2.52 -2.65 -5.79 0.5154
O -0.54 -2.62 -3.96 0.0700
```